Entry 1:
{
  "formula": "C2",
  "method": "ωB97M-V/def2-TZVPD",
  "elements": ["C", "C"],
  "positions_angstrom": [[0.00000, 0.00000, 0.83832], [0.00000, 0.00000, -0.83832]],
  "forces_ev_per_angstrom": [[0.0000, 0.0000, -6.4976], [0.0000, 0.0000, 6.4976]],
  "lowdin_charge": [0.000, 0.000],
  "homo_ha": -0.374,
  "e_tot_ha": -75.82033,
  "homo_lumo_gap_ha": 0.245
}

Entry 2:
{
  "formula": "C2",
  "method": "ωB97M-V/def2-TZVPD",
  "elements": ["C", "C"],
  "positions_angstrom": [[0.48731, 0.15868, 0.35306], [-0.48731, -0.15868, -0.35306]],
  "forces_ev_per_angstrom": [[0.2072, 0.0675, 0.1501], [-0.2072, -0.0675, -0.1501]],
  "lowdin_charge": [0.000, 0.000],
  "homo_ha": -0.427,
  "e_tot_ha": -75.87748,
  "homo_lumo_gap_ha": 0.253
}

Entry 3:
{
  "formula": "C20H10Cl2MnN7O2",
  "method": "ωB97M-V/def2-TZVPD",
  "elements": ["Mn", "Cl", "C", "C", "C", "N", "C", "O", "C", "C", "C", "C", "C", "N", "C", "C", "C", "Cl", "N", "C", "O", "C", "C", "C", "C", "C", "N", "H", "H", "H", "H", "H", "H", "H", "H", "H", "H", "N", "C", "N", "C", "N"],
  "positions_angstrom": [[0.25713, -0.10844, 0.42813], [-4.99964, -4.66626, -0.34752], [-3.47617, -3.84325, -0.54300], [-3.30455, -2.61714, 0.09134], [-2.10746, -1.92526, -0.03000], [-1.80245, -0.70310, 0.58362], [-2.70567, 0.04514, 1.20998], [-3.92072, -0.11009, 1.36422], [-2.08535, 1.30305, 1.82124], [-2.87721, 2.18354, 2.54269], [-2.28521, 3.29269, 3.12057], [-0.91924, 3.48804, 2.97117], [-0.20030, 2.56264, 2.23564], [-0.77299, 1.50238, 1.66728], [-1.06408, -2.48203, -0.83243], [-1.25833, -3.70489, -1.45568], [-2.46307, -4.38478, -1.30821], [-2.65256, -5.91811, -2.11142], [0.08690, -1.69003, -0.93268], [0.94941, -1.78341, -1.94420], [1.08241, -2.64964, -2.81128], [1.85686, -0.55652, -2.03705], [2.92805, -0.54291, -2.91596], [3.71562, 0.59227, -2.99558], [3.40830, 1.68780, -2.20234], [2.31603, 1.59734, -1.35955], [1.55510, 0.50437, -1.27930], [-4.10775, -2.19811, 0.67482], [-3.93098, 1.96164, 2.62877], [-2.87883, 3.99796, 3.68889], [-0.41481, 4.33546, 3.41389], [0.87008, 2.66056, 2.09777], [-0.47267, -4.11888, -2.06650], [3.10854, -1.43025, -3.50556], [4.56778, 0.62213, -3.66295], [4.00597, 2.58822, -2.20287], [2.05876, 2.42314, -0.70629], [4.43398, 3.51783, 0.63160], [4.28419, 2.46948, 1.10636], [4.17330, 1.28300, 1.67479], [3.03093, 0.69214, 1.64107], [2.01070, 0.12223, 1.65650]],
  "forces_ev_per_angstrom": [[-0.0616, 0.1057, 0.2800], [0.0255, 0.0082, -0.0057], [-0.0355, -0.0078, 0.0053], [-0.0118, -0.0308, 0.0172], [0.1874, 0.0182, -0.0956], [-0.0609, -0.1845, 0.0651], [-0.0091, 0.1301, 0.0080], [0.0262, -0.0361, 0.0017], [0.0513, -0.1273, -0.0281], [-0.0056, 0.0177, 0.0194], [-0.0053, -0.0085, -0.0077], [0.0147, -0.0103, -0.0064], [-0.0587, 0.0392, -0.0006], [0.0394, 0.0844, -0.0969], [0.0054, 0.2279, 0.1458], [-0.0034, -0.0194, -0.0069], [0.0292, -0.0003, -0.0083], [-0.0039, 0.0208, 0.0127], [-0.1223, -0.2639, -0.1894], [0.0611, 0.0261, -0.1484], [-0.0447, -0.0103, 0.0435], [-0.0982, -0.0081, 0.0484], [0.0027, -0.0377, -0.0124], [-0.0058, -0.0186, -0.0073], [-0.0077, 0.0234, 0.0138], [0.0396, -0.0331, -0.0303], [0.1316, 0.1347, -0.0529], [-0.0003, 0.0074, 0.0034], [-0.0009, 0.0050, 0.0052], [-0.0035, -0.0036, 0.0008], [-0.0016, 0.0022, -0.0011], [-0.0002, 0.0028, -0.0005], [-0.0058, -0.0126, -0.0130], [0.0080, 0.0082, -0.0062], [0.0007, -0.0001, -0.0004], [-0.0002, -0.0047, 0.0080], [-0.0116, -0.0014, -0.0251], [0.0290, -0.0243, -0.0327], [-0.0428, 0.0626, 0.0781], [0.0839, -0.0821, -0.0280], [-0.0799, 0.1063, 0.0366], [-0.0543, -0.1054, 0.0111]],
  "mulliken_spin": [4.783, 0.000, 0.000, 0.000, -0.005, 0.067, 0.041, 0.014, -0.023, 0.000, 0.002, 0.002, -0.003, 0.001, 0.020, -0.003, 0.000, 0.000, 0.018, 0.029, 0.016, -0.023, -0.002, 0.005, -0.003, -0.008, 0.048, 0.001, 0.000, 0.000, 0.000, -0.007, 0.001, -0.001, 0.000, -0.001, -0.009, 0.003, -0.001, 0.010, 0.013, 0.013],
  "homo_ha": [-0.176, -0.180],
  "spin_multiplicity": 6,
  "e_tot_ha": -3373.54944,
  "homo_lumo_gap_ha": [0.266, 0.268],
  "charge": -1
}

Entry 4:
{
  "formula": "C20H10CsF3N4O11",
  "method": "ωB97M-V/def2-TZVPD",
  "elements": ["Cs", "O", "C", "O", "C", "C", "C", "C", "C", "C", "O", "N", "O", "O", "N", "O", "O", "H", "H", "O", "C", "O", "C", "C", "C", "C", "C", "C", "N", "O", "O", "H", "H", "H", "H", "F", "C", "F", "F", "C", "C", "C", "N", "C", "C", "H", "H", "H", "H"],
  "positions_angstrom": [[-0.37831, -0.01141, -1.41142], [1.22980, -4.28155, -0.34102], [1.29327, -3.04904, -0.40202], [1.38648, -2.31547, -1.42803], [1.26081, -2.28092, 0.92629], [2.41877, -2.08989, 1.61382], [2.42025, -1.44873, 2.87421], [1.24649, -1.02673, 3.44872], [0.05522, -1.22565, 2.76837], [-0.02023, -1.81575, 1.44744], [-1.07582, -1.91914, 0.78644], [-1.14280, -0.77529, 3.44968], [-1.02046, 0.04622, 4.35876], [-2.22739, -1.22846, 3.12193], [3.65573, -1.26058, 3.58524], [3.62843, -0.76868, 4.70953], [4.69961, -1.60190, 3.03983], [3.35297, -2.45161, 1.20739], [1.24446, -0.55257, 4.41668], [0.89573, 4.81336, -2.65107], [1.06658, 3.60987, -2.40722], [0.27738, 2.64943, -2.58464], [2.44155, 3.25385, -1.79904], [2.83963, 1.94002, -1.57042], [4.06998, 1.64204, -0.99446], [4.93962, 2.66308, -0.64897], [4.53821, 3.96698, -0.90243], [3.31555, 4.28095, -1.46630], [5.46019, 5.06189, -0.55368], [6.55773, 4.77074, -0.10551], [5.08555, 6.20835, -0.71755], [2.17619, 1.13166, -1.84420], [4.34159, 0.61144, -0.80750], [5.89856, 2.47172, -0.19320], [3.01845, 5.30168, -1.65340], [-7.83108, -1.96850, 0.43643], [-7.41089, -2.44113, -0.75114], [-7.39617, -3.78411, -0.64471], [-8.36575, -2.13381, -1.65064], [-6.06374, -1.89547, -1.13057], [-4.99294, -2.07363, -0.27503], [-3.75158, -1.56941, -0.64894], [-3.56286, -0.91928, -1.79962], [-4.60363, -0.75340, -2.61014], [-5.87700, -1.22067, -2.32586], [-5.09545, -2.58809, 0.67080], [-2.89188, -1.70152, 0.00200], [-4.41357, -0.21146, -3.52985], [-6.69317, -1.05947, -3.01500]],
  "forces_ev_per_angstrom": [[-0.0700, -0.0232, -0.1018], [0.0759, -0.0358, 0.0886], [-0.1933, 0.2477, -0.2152], [-0.0378, 0.0889, 0.0243], [0.0411, -0.1538, 0.0816], [-0.0454, 0.0228, 0.0230], [0.0384, -0.0143, -0.0130], [-0.0066, -0.0046, -0.0506], [-0.0646, 0.1043, 0.0272], [0.0452, -0.2517, 0.2589], [0.0864, 0.0870, -0.1853], [-0.0384, -0.0054, 0.0122], [0.0059, -0.0202, -0.0211], [0.0488, 0.0156, 0.0019], [0.0218, -0.0025, -0.0036], [-0.0028, -0.0076, -0.0160], [-0.0284, 0.0042, 0.0202], [0.0142, -0.0050, 0.0142], [-0.0081, 0.0059, 0.0004], [-0.0491, 0.0198, -0.0238], [-0.0207, 0.0895, -0.0761], [0.1129, -0.1977, 0.1123], [0.0156, -0.1037, -0.0326], [-0.0182, 0.0725, 0.0501], [0.0423, 0.0434, 0.0220], [-0.0664, -0.0064, -0.0355], [0.0596, 0.0279, -0.0136], [0.0159, -0.0165, 0.0387], [-0.0216, 0.0353, 0.1124], [-0.0289, -0.0089, -0.0571], [0.0263, -0.0552, -0.0366], [0.0682, 0.0841, -0.0580], [0.0041, -0.0073, 0.0006], [0.0087, -0.0152, 0.0039], [-0.0136, -0.0035, -0.0062], [0.0114, 0.0166, 0.0246], [-0.0082, -0.0017, 0.0042], [0.0069, -0.0092, -0.0109], [0.0018, -0.0026, -0.0180], [-0.0591, 0.0004, -0.0081], [0.0945, 0.0123, 0.0232], [-0.1408, -0.0623, 0.0192], [0.0632, 0.0274, 0.0074], [-0.0099, 0.0108, 0.0694], [0.0010, -0.0041, -0.0321], [-0.0234, -0.0057, -0.0022], [0.0420, 0.0195, -0.0086], [-0.0008, -0.0100, -0.0132], [0.0037, -0.0015, -0.0012]],
  "lowdin_charge": [1.183, -0.014, -0.719, -0.213, -0.077, 0.045, -0.169, 0.053, -0.070, -0.376, -0.153, -0.359, 0.012, 0.053, -0.374, 0.019, 0.026, 0.128, 0.121, -0.032, -0.685, -0.202, -0.102, -0.025, -0.050, -0.014, -0.147, 0.052, -0.357, 0.042, 0.057, 0.046, 0.111, 0.110, 0.121, 0.140, -0.581, 0.138, 0.122, -0.125, 0.027, -0.090, 0.037, -0.130, -0.007, 0.131, 0.076, 0.109, 0.111],
  "homo_ha": -0.104,
  "e_tot_ha": -2134.51022,
  "homo_lumo_gap_ha": 0.232,
  "charge": -2
}

For reference, F_max by record: 6.50; 0.26; 0.35; 0.38 eV/A.